(1)
The following is a quantum chemistry calculation of C34H40F5FeO2SSe as an isolated structure in a non-equilibrium geometry, from the Open Molecules 2025 dataset.

The geometry in XYZ format:
```
84
Properties=species:S:1:pos:R:3:forces:R:3
H 1.206 0.514 -3.602 0.0 0.1 -0.2
H 3.507 -3.866 2.178 0.2 0.0 0.1
C -1.383 0.149 -2.287 -1.4 -0.7 -0.1
H -1.506 2.778 -4.778 0.0 0.1 0.0
H -3.042 -6.012 2.428 0.1 0.0 0.1
H -5.859 0.525 -4.189 -0.1 0.1 0.0
H -4.169 -3.412 -4.434 0.1 -0.1 0.0
H -1.515 -7.530 1.096 0.1 -0.1 0.1
H 1.306 1.653 -4.947 0.0 0.0 -0.1
H 3.848 -3.882 -0.347 0.1 0.0 0.1
H 2.006 -6.270 -0.214 0.0 -0.1 -0.1
O -0.316 0.520 -1.651 1.8 0.5 0.8
H 3.378 -5.927 0.833 0.1 0.0 0.0
C 0.503 -4.005 0.537 0.0 0.4 0.1
F 0.933 -6.676 -6.323 0.0 0.2 0.1
C 2.443 -3.692 2.034 0.0 0.0 -0.1
O 0.781 -1.601 0.437 1.3 1.5 -0.3
H -3.066 -5.822 -1.870 0.1 0.0 -0.1
C -4.659 -2.624 -5.001 -0.1 0.2 0.2
C -2.800 -0.311 -4.167 0.1 0.0 0.3
C -2.796 -5.977 0.273 -0.2 -0.1 0.1
C 2.304 -5.795 0.719 -0.1 0.3 0.0
H -6.619 -0.628 -5.289 -0.1 -0.1 -0.1
H -6.984 -2.244 -3.583 0.0 0.0 0.0
C -0.432 -5.023 0.468 -0.1 0.2 -0.1
H -4.222 -1.553 -1.378 -0.2 0.0 0.1
F 3.003 -4.911 -6.025 -0.1 0.0 0.1
C -1.617 0.226 -3.686 -0.1 0.1 0.4
C -3.678 -5.831 -0.973 0.1 -0.1 0.1
C -0.320 -0.340 -5.724 0.0 0.1 0.1
C -1.314 1.956 -5.464 0.1 -0.2 0.1
Fe 1.302 -0.593 -1.222 -1.7 -0.8 0.4
H -2.965 -0.267 -5.229 0.0 0.0 -0.2
H -3.321 -3.301 0.250 -0.2 0.0 0.0
Se -1.925 -0.628 0.362 0.6 -0.6 -0.9
H 2.638 -2.606 -0.539 0.1 -0.3 0.0
C -1.805 -4.828 0.342 -0.1 0.4 0.0
H -2.259 1.661 -5.913 -0.1 0.0 -0.1
C 0.598 -3.498 -3.673 0.7 -0.4 -0.5
C -3.533 -1.041 -2.031 -0.3 -0.3 -0.3
C -2.266 -3.517 0.320 -0.2 -0.4 -0.1
C -5.673 -0.317 -4.852 0.0 -0.1 0.1
C -1.368 -2.481 0.399 0.4 0.4 0.3
H 2.462 -4.138 -1.408 0.0 0.1 -0.1
H -5.712 -2.873 -2.545 0.0 -0.1 0.1
C 1.763 -3.697 -4.425 -0.4 0.0 0.2
F -1.375 -6.315 -4.882 0.2 0.1 -0.1
H -6.314 -1.216 -2.318 0.0 0.0 0.1
H 1.818 -6.291 1.556 -0.1 -0.1 0.0
H -0.653 2.301 -6.256 0.1 0.1 -0.1
S 0.386 -2.171 -2.607 -0.6 0.2 0.1
H 1.904 -4.165 2.853 0.0 0.0 0.1
C -2.386 -0.493 -1.513 0.5 0.5 0.1
F 2.777 -2.829 -4.283 -0.1 -0.3 -0.1
H -4.233 -5.014 1.599 -0.1 0.1 0.0
H 0.551 -0.076 -6.318 0.1 0.1 -0.1
H -5.027 0.025 -5.655 0.1 0.1 -0.1
H 2.240 -2.625 2.062 0.1 0.1 0.0
C 2.785 -3.688 -0.471 -0.1 0.1 0.1
C 0.034 -2.663 0.478 -1.1 -0.8 -0.2
C -3.664 -5.937 1.539 0.1 -0.1 -0.2
H -2.849 -8.123 0.123 -0.1 -0.1 0.0
C -3.774 -0.939 -3.394 0.0 -0.1 0.4
C -0.349 -5.465 -4.740 0.2 0.0 -0.1
C -2.102 -7.338 0.202 -0.1 0.2 0.0
H -1.456 -7.396 -0.670 0.1 -0.1 -0.1
H -4.363 -6.769 1.537 -0.2 -0.1 0.0
H -5.550 -3.037 -5.470 -0.1 0.0 -0.1
F -1.592 -4.232 -3.174 0.1 -0.2 -0.2
C 0.823 -5.645 -5.474 0.0 0.1 0.2
H 0.490 2.128 -3.455 0.0 0.1 0.1
C 1.990 -4.295 0.697 0.2 0.1 0.0
C -5.034 -1.468 -4.061 -0.1 0.0 -0.1
C 1.882 -4.752 -5.313 -0.1 -0.1 -0.1
H -0.109 -1.266 -5.195 0.1 -0.1 0.0
C 0.668 1.302 -4.138 0.0 0.0 0.1
H -3.978 -2.292 -5.781 0.1 0.0 -0.1
C -0.454 -4.404 -3.860 0.3 0.3 0.1
H -4.255 -4.912 -0.951 -0.1 0.2 0.0
H -1.145 -0.518 -6.409 -0.1 0.0 -0.1
C -0.648 0.785 -4.722 0.2 0.0 -0.1
H -4.376 -6.663 -1.038 -0.1 -0.1 0.0
C -6.069 -1.981 -3.054 0.2 0.1 -0.2
H -0.079 -6.035 0.502 0.1 -0.2 0.0
```
Positions in Å, forces in eV/Å.

M   742.55 g/mol
LUMO (alpha / beta)   -0.771 / -3.215 eV
Relative energy (zero: lowest compared OMol25 entry of this formula, charge and spin)   2.6168 eV
E_tot   -6032.63790 Ha
Strongest force on any atom   2.08 eV/Å
Spin multiplicity   6

From a Löwdin analysis of the wavefunction, the atomic charges in e read:
1 H 0.0361
2 H 0.0844
3 C -0.4567
4 H 0.0902
5 H 0.0898
6 H 0.0921
7 H 0.0815
8 H 0.0850
9 H 0.0870
10 H 0.0892
11 H 0.0885
12 O -0.2675
13 H 0.0857
14 C -0.0906
15 F 0.1146
16 C -0.0338
17 O -0.2547
18 H 0.0760
19 C -0.0312
20 C 0.0198
21 C -0.5526
22 C -0.0584
23 H 0.0831
24 H 0.0851
25 C 0.0431
26 H 0.0973
27 F 0.1159
28 C -0.1082
29 C -0.0368
30 C -0.0332
31 C -0.0376
32 Fe 0.7992
33 H 0.1020
34 H 0.1037
35 Se 1.4093
36 H 0.0333
37 C -0.1649
38 H 0.0740
39 C -0.4877
40 C -0.0529
41 C -0.0603
42 C -0.0435
43 C -0.3781
44 H 0.0770
45 H 0.0759
46 C -0.2367
47 F 0.1121
48 H 0.0870
49 H 0.0866
50 H 0.0863
51 S 0.8527
52 H 0.0903
53 C -0.3864
54 F 0.0754
55 H 0.0769
56 H 0.0868
57 H 0.0734
58 H 0.0756
59 C -0.0440
60 C -0.4406
61 C -0.0404
62 H 0.0854
63 C -0.1626
64 C -0.1393
65 C -0.0575
66 H 0.0892
67 H 0.0832
68 H 0.0859
69 F 0.0759
70 C -0.1321
71 H 0.0858
72 C -0.5255
73 C -0.5512
74 C -0.1418
75 H 0.0548
76 C -0.0606
77 H 0.0801
78 C -0.2307
79 H 0.0694
80 H 0.0794
81 C -0.5258
82 H 0.0862
83 C -0.0585
84 H 0.0852

=====

(2)
The following is a quantum chemistry calculation of C39H57MnN8O6PSSiTe as an isolated structure, from the Open Molecules 2025 dataset.

The geometry in XYZ format:
```
115
Properties=species:S:1:pos:R:3:forces:R:3
H -1.409 -6.969 -0.841 0.0 0.0 0.0
N -0.197 0.185 -4.737 0.0 0.0 -0.1
H -6.101 -1.576 0.610 0.0 0.0 0.0
H -2.705 4.561 2.119 0.0 0.0 0.0
H 5.745 -2.231 -1.581 0.0 0.0 0.0
C 4.703 -2.530 -1.472 0.0 0.0 0.0
H -6.150 -2.786 1.898 0.0 0.0 0.0
N 6.088 6.131 -4.666 0.1 0.1 -0.1
C -4.844 0.111 -1.842 0.0 -0.1 0.0
C -5.501 -2.291 1.175 -0.1 0.1 0.0
H -5.560 -1.050 3.618 0.0 0.0 0.0
C -2.170 2.608 2.826 -0.1 0.0 0.0
H 1.510 -4.594 -0.643 0.0 0.0 0.0
N 2.549 -0.456 0.619 0.0 0.1 0.0
H -0.677 -1.816 -4.696 0.0 0.0 0.0
C 1.745 2.022 -2.144 -0.1 0.0 -0.1
H -1.104 4.475 2.859 0.0 0.0 0.0
H -3.164 -3.404 1.928 0.0 0.0 0.0
C 6.422 5.694 -3.458 0.0 0.0 0.1
C -4.695 -2.284 -2.633 0.1 0.0 0.0
C 0.370 1.177 -4.065 0.1 0.0 0.1
N 0.815 -0.198 -2.185 0.0 0.2 -0.2
C -0.294 -5.140 -2.620 0.0 0.0 0.0
H -1.194 -4.919 -3.193 0.0 0.0 0.0
C -4.363 -1.600 1.906 0.0 0.2 0.0
H -5.734 0.250 -2.455 0.0 0.0 0.0
C 0.703 -5.263 -0.336 0.0 0.1 0.0
H 2.623 2.622 -3.992 0.0 0.0 0.0
H 3.918 4.638 -0.454 0.0 0.0 0.0
H -3.993 -3.055 -2.949 0.0 0.0 0.0
H 3.678 0.281 3.293 0.0 0.1 0.0
H 7.410 5.968 -3.108 0.0 0.0 0.0
C 0.928 0.978 -2.807 0.1 -0.2 0.0
C 2.442 3.107 -0.237 0.0 0.1 -0.1
C 3.400 3.764 -2.344 -0.1 -0.1 0.1
H 0.073 -2.128 -2.323 0.0 0.0 0.0
H 0.496 -4.456 -2.936 0.0 0.0 0.0
N 1.807 2.264 1.917 -0.1 0.3 -0.2
O -3.580 -0.838 0.941 0.0 -0.2 0.2
S -1.447 1.085 -0.192 0.1 0.2 0.0
C -1.683 -5.926 -0.682 0.0 0.0 0.0
H -1.442 1.024 5.649 0.0 0.0 0.0
H -5.470 -2.181 -3.392 0.0 0.0 0.0
H 2.133 -0.597 3.301 0.0 0.0 0.0
C 2.661 4.478 1.864 0.0 -0.1 -0.1
H 1.310 1.575 3.799 0.0 0.0 0.0
N 2.574 4.615 3.178 0.0 0.0 0.1
N 3.017 -0.981 -0.535 0.0 0.0 0.0
H 0.840 1.331 6.552 0.0 0.0 0.0
C 2.131 3.570 3.860 0.0 0.0 0.0
O 0.080 -0.232 2.037 -0.1 0.3 -0.2
H -2.868 2.059 2.188 0.0 0.0 0.0
H -5.164 -2.598 -1.710 -0.1 -0.1 0.2
C 4.058 -1.802 -0.345 0.0 0.0 0.1
N 1.687 2.148 -0.809 -0.1 0.0 0.1
Si -2.351 -0.892 -0.103 0.1 0.3 0.1
C 4.308 -1.790 1.011 -0.1 0.0 -0.1
H -5.490 0.185 2.353 0.0 0.0 0.0
H 1.033 -6.287 -0.506 0.0 0.0 0.0
H -5.157 -0.160 -0.835 0.0 0.0 0.0
H 2.993 5.343 1.308 0.0 0.0 0.0
H -4.094 -0.078 3.411 0.1 0.0 0.0
C 2.308 3.293 1.225 0.0 0.0 0.1
C 5.587 4.927 -2.661 0.0 0.0 0.0
H 0.538 -5.144 0.735 0.0 0.0 0.0
H 2.450 -0.849 -1.363 0.0 0.0 0.0
C -1.812 3.944 2.223 0.0 0.0 0.0
H 5.929 4.586 -1.694 0.0 0.0 0.0
C 3.976 5.035 -4.415 0.0 0.0 0.1
C 1.721 2.398 3.236 0.1 -0.1 0.0
C 4.886 5.806 -5.125 -0.1 0.0 0.0
H -2.671 -2.196 3.121 0.1 0.0 0.0
C 0.201 -1.182 -2.835 0.1 0.1 0.0
C -3.430 -0.491 -3.803 -0.1 0.0 0.0
C 4.331 4.583 -3.148 0.0 0.0 0.0
H -2.771 0.365 -3.671 0.0 0.0 0.0
H 4.631 6.180 -6.109 0.0 0.0 0.0
C 3.343 -0.947 1.578 0.0 -0.1 -0.1
C 3.313 3.904 -0.964 -0.1 -0.1 0.0
H -2.593 -5.715 -1.243 0.0 0.0 0.0
H -2.888 -1.292 -4.305 0.0 0.0 0.0
H -4.310 1.059 -1.797 0.0 0.1 0.0
C 0.311 0.395 6.734 0.0 0.0 0.0
H 5.074 -2.334 1.535 0.1 0.0 0.0
Mn 0.709 0.770 0.563 0.2 -0.8 0.3
H 0.025 -6.156 -2.853 0.0 -0.1 0.0
C -3.525 -2.645 2.623 0.0 0.0 -0.1
H 3.004 4.823 -4.838 0.0 0.0 0.0
O -2.797 -1.199 -1.623 0.0 -0.3 -0.1
H -0.134 0.444 7.727 0.0 0.0 0.0
H -1.372 3.807 1.235 0.0 0.0 0.0
H 4.681 -3.605 -1.293 0.0 0.0 0.0
H -1.350 -0.723 5.920 0.0 0.0 0.0
Te -0.415 -2.397 0.475 -0.3 -0.3 0.1
H 3.650 -1.447 3.607 0.0 0.0 0.0
H 2.071 3.668 4.937 0.0 0.0 0.0
C -0.255 -0.992 -4.135 0.0 -0.1 0.0
C 3.183 -0.653 3.027 0.0 0.0 0.1
O -1.059 -3.645 -0.960 0.2 0.2 -0.1
H 1.032 -0.421 6.719 0.0 0.0 0.0
C -0.570 -4.983 -1.128 -0.1 -0.2 0.1
H -5.112 -3.051 0.502 0.0 -0.1 -0.1
H -4.260 -0.192 -4.442 0.0 0.0 0.0
O -0.958 1.849 2.976 0.0 0.0 0.1
C 2.579 2.807 -2.929 0.0 0.0 0.1
O -0.119 -0.010 4.418 0.1 0.1 0.0
C -4.911 -0.568 2.886 0.0 -0.1 -0.1
C -3.959 -0.967 -2.458 0.0 0.2 0.0
C -0.759 0.169 5.690 0.0 0.0 0.1
H 4.191 -2.331 -2.412 0.0 0.0 0.0
P -1.061 0.213 3.089 0.0 -0.1 0.0
H 0.384 2.149 -4.540 0.0 0.1 0.0
H -4.143 -3.140 3.373 0.0 0.0 0.0
H -2.630 2.738 3.811 0.0 0.0 0.0
H -1.893 -5.781 0.379 0.0 0.0 0.0
```
Positions in Å, forces in eV/Å.

M   1007.60 g/mol
LUMO (alpha / beta)   -4.285 / -3.748 eV
Relative energy (zero: lowest compared OMol25 entry of this formula, charge and spin)   2.5728 eV
E_tot   -4857.95930 Ha
Net charge   +1
Strongest force on any atom   0.84 eV/Å
Spin multiplicity   5

Löwdin population analysis, charges in e, atoms 1 to 99:
1 H 0.0893
2 N 0.1186
3 H 0.0852
4 H 0.0839
5 H 0.0882
6 C -0.0042
7 H 0.0966
8 N 0.0774
9 C -0.0216
10 C -0.0261
11 H 0.0928
12 C -0.3230
13 H 0.0673
14 N -0.0104
15 H 0.1196
16 C -0.1746
17 H 0.0759
18 H 0.0646
19 C -0.1219
20 C -0.0061
21 C -0.0578
22 N 0.0702
23 C -0.0345
24 H 0.0858
25 C -0.6171
26 H 0.0979
27 C -0.0952
28 H 0.1284
29 H 0.1193
30 H 0.0901
31 H 0.0824
32 H 0.1134
33 C -0.2259
34 C -0.1630
35 C -0.1146
36 H 0.0638
37 H 0.0744
38 N 0.0987
39 O -0.2254
40 S 0.4611
41 C -0.0310
42 H 0.1072
43 H 0.0965
44 H 0.0515
45 C -0.0519
46 H 0.0877
47 N 0.1162
48 N 0.0425
49 H 0.0683
50 C -0.0703
51 O -0.7222
52 H 0.0809
53 H 0.0673
54 C -0.2820
55 N 0.0963
56 Si -0.1309
57 C 0.0295
58 H 0.0921
59 H 0.0934
60 H 0.0633
61 H 0.1202
62 H 0.0558
63 C -0.1752
64 C -0.0070
65 H 0.0545
66 H 0.1015
67 C -0.0742
68 H 0.1154
69 C -0.0057
70 C -0.0809
71 C -0.1208
72 H 0.0450
73 C -0.0964
74 C -0.0266
75 C -0.1736
76 H 0.0802
77 H 0.1137
78 C -0.3112
79 C 0.0657
80 H 0.0850
81 H 0.0740
82 H 0.0866
83 C -0.0672
84 H 0.1196
85 Mn 0.6238
86 H 0.0902
87 C -0.0545
88 H 0.1151
89 O -0.2202
90 H 0.0823
91 H 0.0514
92 H 0.0883
93 H 0.1167
94 Te 1.3029
95 H 0.0905
96 H 0.1196
97 C -0.0980
98 C -0.0137
99 O -0.6167

=====

(3)
The following is a quantum chemistry calculation of a 2-piece molecular cluster, C4H11N2S overall in a non-equilibrium geometry, from the Open Molecules 2025 dataset.

The geometry in XYZ format:
```
18
Properties=species:S:1:pos:R:3:forces:R:3
H -1.924 -1.640 0.649 -0.8 0.9 0.0
H 1.005 0.143 1.696 -0.1 -0.7 1.3
H 2.479 -0.430 0.731 0.8 -1.0 0.0
H -2.829 0.643 -0.183 0.8 -0.2 0.2
C -1.878 0.667 0.408 -2.9 0.8 -1.4
H -0.835 -0.700 1.575 0.6 -0.1 1.2
H 0.559 -1.591 -0.102 -2.2 0.3 0.0
C 1.813 0.320 1.039 -4.2 -0.5 -3.3
C -1.351 -0.703 0.656 0.9 -1.7 -0.1
H 2.002 1.000 -1.712 -1.0 -1.3 0.0
N 1.309 0.212 -1.664 1.5 -0.3 -3.9
S -0.701 1.590 -0.617 -0.5 0.3 0.4
H 0.883 0.001 -2.659 0.8 0.9 2.6
H -0.654 -1.319 -1.329 0.6 0.7 2.4
H -2.229 1.202 1.284 0.7 -0.1 0.5
C 0.485 0.286 -0.586 1.7 1.4 3.1
N -0.290 -0.969 -0.343 2.4 -1.3 -3.0
H 2.156 1.286 1.157 0.9 1.9 -0.1
```
Positions in Å, forces in eV/Å.

M   119.21 g/mol
LUMO   -3.408 eV
Relative energy (zero: lowest compared OMol25 entry of this formula, charge and spin)   2.9693 eV
E_tot   -666.35892 Ha
Net charge   +1
Strongest force on any atom   5.35 eV/Å
Spin multiplicity   1

From a natural (NBO) analysis of the wavefunction, the atomic charges in e read:
1 H 0.2537
2 H 0.1848
3 H 0.2111
4 H 0.2503
5 C -0.5821
6 H 0.2270
7 H 0.4738
8 C -0.5018
9 C -0.2269
10 H 0.4267
11 N -0.9038
12 S 0.3029
13 H 0.3921
14 H 0.4416
15 H 0.2655
16 C 0.1357
17 N -0.5713
18 H 0.2207